15
Properties=species:S:1:pos:R:3:lowdin_charge:R:1 method="wB97M-V/def2-TZVPD" smiles="C/[NH+]=C/[NH+]=C/N" charge=+2 orbital_gap_ev=10.42 spin_multiplicity=1 homo_energy_ha=-0.7479
C 1.963 0.350 0.091 -0.09
C -0.364 0.283 0.196 0.08
C -2.852 0.178 -0.086 0.04
N 3.144 -0.121 -0.067 0.28
N 0.890 -0.379 0.365 0.14
N -1.502 -0.465 0.075 0.08
H 1.716 1.416 -0.226 0.21
H -0.288 1.365 0.328 0.18
H -2.976 0.725 0.844 0.11
H -3.493 -0.683 -0.241 0.11
H -2.776 0.855 -0.981 0.13
H 3.794 0.501 -0.459 0.15
H 3.352 -1.174 -0.114 0.22
H 0.887 -1.357 0.329 0.16
H -1.493 -1.494 -0.054 0.19

=====

16
Properties=species:S:1:pos:R:3:lowdin_charge:R:1 method="wB97M-V/def2-TZVPD" smiles="N[C@H](C=O)CCO" orbital_gap_ev=9.97 spin_multiplicity=1 homo_energy_ha=-0.3421
O 1.226 -2.026 1.508 0.04
C 0.365 -1.728 0.716 -0.35
C -0.496 -0.535 0.789 -0.31
C 0.665 0.127 -0.380 -0.06
C -0.173 1.182 -1.127 -0.26
O -0.385 0.791 -2.490 -0.08
N -0.551 0.224 1.975 0.07
H 0.191 -2.362 -0.171 0.13
H -1.462 -0.661 0.311 0.14
H 1.102 -0.512 -1.137 0.11
H 1.393 0.426 0.369 0.10
H 0.464 2.066 -1.213 0.12
H -1.140 1.411 -0.689 0.11
H -0.617 -0.144 -2.446 0.08
H 0.380 0.601 2.176 0.09
H -0.961 1.141 1.808 0.08

=====

15
Properties=species:S:1:pos:R:3:lowdin_charge:R:1 method="wB97M-V/def2-TZVPD" smiles="NOC=O.C=NC" orbital_gap_ev=10.32 spin_multiplicity=1 homo_energy_ha=-0.3512
C -0.409 -1.535 0.543 -0.13
C -2.334 -0.254 -0.049 -0.11
N -1.677 -0.797 0.858 -0.07
H 0.337 -1.178 1.241 0.06
H -0.053 -1.526 -0.498 0.07
H -0.614 -2.584 0.778 0.07
H -1.969 -0.154 -1.086 0.07
H -3.253 0.266 0.195 0.07
N 2.258 0.753 -0.994 0.05
C 0.419 1.379 0.288 -0.41
O 1.746 1.116 0.297 -0.09
O -0.144 1.809 1.244 0.09
H 2.833 -0.070 -0.818 0.09
H 2.882 1.514 -1.269 0.09
H -0.022 1.261 -0.728 0.13

=====

12
Properties=species:S:1:pos:R:3:lowdin_charge:R:1 method="wB97M-V/def2-TZVPD" smiles="C=C.C=C" orbital_gap_ev=11.10 spin_multiplicity=1 homo_energy_ha=-0.3607
C -1.335 -0.050 1.029 -0.07
C -2.114 0.911 0.557 -0.08
H -1.715 -0.890 1.591 0.05
H -0.279 0.081 0.849 0.01
H -3.173 0.915 0.780 0.04
H -1.772 1.695 -0.106 0.04
C 1.904 0.164 -0.511 -0.10
C 1.549 -0.974 -1.091 -0.09
H 2.102 1.059 -1.084 0.05
H 2.233 0.058 0.514 0.05
H 0.906 -1.053 -1.956 0.05
H 1.693 -1.916 -0.571 0.05

=====

These records have energy above the lowest of the compared OMol25 structures with the same formula, charge and spin values of 12.9, 71.5, 88.7, 41.7 kcal per mole, in the order they appear.
These records have LUMO level values of -9.93, 0.66, 0.76, 1.29 eV, in the order they appear.
These records have largest force on an atom values of 5.0, 3.4, 1.8, 1.3 eV Å⁻¹, in the order they appear.